{
  "formula": "C50H141N9O23",
  "method": "ωB97M-V with the def2-TZVPD basis set",
  "species": ["C", "C", "C", "O", "C", "N", "H", "H", "H", "H", "H", "H", "H", "H", "H", "H", "H", "C", "C", "C", "O", "C", "N", "H", "H", "H", "H", "H", "H", "H", "H", "H", "H", "H", "C", "C", "C", "O", "C", "N", "H", "H", "H", "H", "H", "H", "H", "H", "H", "H", "H", "C", "C", "C", "O", "C", "N", "H", "H", "H", "H", "H", "H", "H", "H", "H", "H", "H", "C", "C", "C", "O", "C", "N", "H", "H", "H", "H", "H", "H", "H", "H", "H", "H", "H", "C", "C", "C", "O", "C", "N", "H", "H", "H", "H", "H", "H", "H", "H", "H", "H", "H", "C", "C", "C", "O", "C", "N", "H", "H", "H", "H", "H", "H", "H", "H", "H", "H", "H", "C", "C", "C", "O", "C", "N", "H", "H", "H", "H", "H", "H", "H", "H", "H", "H", "H", "C", "C", "C", "O", "C", "N", "H", "H", "H", "H", "H", "H", "H", "H", "H", "H", "H", "C", "C", "O", "O", "H", "H", "H", "H", "H", "H", "C", "C", "O", "O", "H", "H", "H", "H", "H", "H", "C", "C", "O", "O", "H", "H", "H", "H", "H", "H", "C", "C", "O", "O", "H", "H", "H", "H", "H", "H", "C", "C", "O", "O", "H", "H", "H", "H", "H", "H", "C", "C", "O", "O", "H", "H", "H", "H", "H", "H", "C", "C", "O", "O", "H", "H", "H", "H", "H", "H"],
  "coordinates": [[-27.3198, -1.1623, -8.8610], [-26.8865, 0.2832, -8.5274], [-28.0995, 1.1445, -8.0136], [-29.0185, 1.3232, -9.0789], [-30.1447, 2.0882, -8.6436], [-25.7479, 0.1880, -7.5581], [-26.4380, -1.7936, -8.9740], [-28.0271, -1.1663, -9.7043], [-27.8354, -1.5226, -7.9977], [-26.4639, 0.7969, -9.3973], [-27.6674, 2.1250, -7.8481], [-28.7772, 0.8435, -7.1948], [-30.8407, 2.1204, -9.4733], [-29.7227, 3.0545, -8.3275], [-30.6743, 1.5930, -7.7723], [-25.5168, 1.0370, -6.9761], [-26.0100, -0.5986, -6.9002], [-26.5945, 1.3340, -4.2927], [-25.9439, 2.6193, -4.7711], [-25.6654, 3.4797, -3.5064], [-26.8528, 3.9262, -2.9128], [-26.7253, 5.0865, -2.0892], [-24.7224, 2.3679, -5.5851], [-26.7088, 0.6183, -5.1101], [-27.6003, 1.5162, -3.9667], [-26.1283, 0.6957, -3.5401], [-26.6119, 3.1903, -5.3974], [-25.0207, 4.3266, -3.7670], [-25.0054, 2.8403, -2.8173], [-25.7324, 5.0234, -1.5798], [-27.5183, 4.9933, -1.3556], [-26.6523, 5.9707, -2.6743], [-24.0940, 1.7656, -5.0393], [-24.2130, 3.2816, -5.6945], [-23.5629, 6.1717, -8.6862], [-24.7092, 5.6753, -7.8951], [-25.1562, 4.2831, -8.3852], [-25.5824, 4.4809, -9.6736], [-26.2723, 3.4544, -10.3279], [-24.3548, 5.6614, -6.4607], [-23.8708, 6.0143, -9.7282], [-22.6165, 5.5933, -8.5158], [-23.2630, 7.2079, -8.4370], [-25.5485, 6.3815, -7.9448], [-25.9840, 3.7795, -7.7813], [-24.3280, 3.5751, -8.4219], [-25.6482, 2.5692, -10.3696], [-26.5919, 3.7981, -11.3098], [-27.1296, 3.0737, -9.7555], [-23.8022, 6.4081, -6.2784], [-25.1436, 5.6247, -5.8445], [-23.4785, -4.6400, -9.7898], [-23.5615, -3.9809, -8.3855], [-24.6850, -4.5282, -7.5009], [-24.5295, -4.2715, -6.1597], [-24.5616, -2.9221, -5.8140], [-22.1532, -4.1603, -7.8031], [-23.4212, -5.7688, -9.7633], [-22.5945, -4.1669, -10.3316], [-24.4681, -4.3917, -10.2732], [-23.8204, -2.8989, -8.4881], [-24.7171, -5.6261, -7.5228], [-25.6295, -4.2316, -7.9442], [-25.6109, -2.7119, -5.4576], [-24.3589, -2.2740, -6.6513], [-23.8256, -2.5749, -5.1379], [-22.2281, -4.4956, -6.8607], [-21.7049, -4.8968, -8.3627], [-30.2927, 4.7829, -3.6265], [-30.6600, 3.2883, -3.6760], [-30.5194, 2.8717, -5.1133], [-30.7510, 1.4704, -5.2724], [-32.1588, 1.2749, -5.4586], [-29.7379, 2.7075, -2.7388], [-29.2569, 4.9200, -3.8495], [-30.4055, 5.0730, -2.6043], [-30.8296, 5.4269, -4.3101], [-31.6956, 3.1233, -3.3796], [-29.4392, 3.0574, -5.4399], [-31.3317, 3.4438, -5.7330], [-32.3736, 0.2440, -5.5949], [-32.5351, 1.7773, -6.3329], [-32.7298, 1.5427, -4.6103], [-28.7931, 3.0720, -2.8861], [-29.8743, 1.7070, -2.6840], [-31.3765, -1.3920, -8.3482], [-32.1069, -2.7075, -8.0768], [-33.5986, -2.6386, -8.3128], [-34.2297, -3.7990, -7.7928], [-34.5182, -3.8180, -6.4223], [-31.4706, -3.7430, -8.8311], [-31.7086, -0.5190, -7.7272], [-31.5088, -1.0171, -9.3276], [-30.3088, -1.6245, -8.0933], [-31.9732, -3.0474, -7.0406], [-33.9169, -2.5494, -9.4120], [-34.0760, -1.7788, -7.8764], [-35.3477, -3.1845, -6.1362], [-33.6437, -3.4596, -5.8160], [-34.6479, -4.8735, -6.2241], [-31.0829, -3.5011, -9.7455], [-32.0863, -4.5648, -9.0623], [-29.9862, 1.0175, -14.4962], [-30.8159, 0.0374, -13.6159], [-30.2119, -0.1104, -12.2691], [-28.8608, -0.6040, -12.2131], [-27.8130, 0.3720, -12.1422], [-32.2346, 0.4792, -13.4970], [-30.5008, 1.0828, -15.4331], [-28.9680, 0.6633, -14.6283], [-29.9994, 2.1063, -14.1874], [-30.7953, -0.8774, -14.2702], [-30.8361, -0.7908, -11.6695], [-30.2492, 0.9091, -11.8020], [-26.9350, -0.0396, -11.5898], [-28.2198, 1.2039, -11.6203], [-27.4528, 0.7284, -13.0980], [-32.2994, 1.2956, -12.9074], [-32.5539, 0.6861, -14.4450], [-29.1695, 9.4788, -5.4389], [-28.9366, 7.9459, -5.1481], [-27.7767, 7.4951, -6.0941], [-27.4970, 6.1364, -5.9951], [-28.3552, 5.3582, -6.8325], [-28.4106, 7.8299, -3.8061], [-29.3416, 9.6924, -6.4971], [-28.2557, 9.9402, -5.0288], [-29.9712, 9.9468, -4.8774], [-29.8422, 7.2653, -5.3419], [-26.9141, 8.0633, -5.7176], [-28.0452, 7.8138, -7.1205], [-29.3858, 5.7112, -6.6197], [-28.3013, 4.3000, -6.6330], [-28.0384, 5.4152, -7.8955], [-28.0085, 6.8992, -3.6687], [-29.1242, 7.9943, -3.0925], [-30.4101, 5.6641, -11.0038], [-30.8356, 5.5515, -9.5643], [-31.1652, 6.8327, -8.9013], [-31.5974, 6.6253, -7.6134], [-32.0799, 7.8549, -7.1151], [-32.0291, 4.6704, -9.6134], [-29.6990, 6.5009, -11.0851], [-31.2891, 5.9328, -11.6619], [-30.1549, 4.6946, -11.4078], [-30.0964, 4.9758, -8.9590], [-31.9229, 7.4578, -9.4948], [-30.2509, 7.4725, -8.9028], [-32.1770, 7.7500, -6.0426], [-33.1086, 8.0523, -7.5275], [-31.3194, 8.6543, -7.3730], [-32.7116, 5.1522, -10.2863], [-32.4734, 4.6472, -8.6979], [-22.3883, 0.1036, -8.8554], [-21.2810, -0.9475, -8.8920], [-21.1403, -1.7146, -7.7240], [-23.6392, -0.5474, -9.0489], [-22.1813, 0.9160, -9.5424], [-22.5062, 0.6206, -7.8938], [-20.3937, -0.3017, -9.0519], [-21.4847, -1.5195, -9.8341], [-21.4464, -2.6357, -7.8190], [-24.4043, -0.0932, -8.5435], [-21.5922, 0.6760, -3.1470], [-21.0985, 0.2918, -4.4884], [-21.7716, -0.9177, -4.8318], [-22.9659, 1.0748, -3.0644], [-21.0755, 1.5436, -2.7595], [-21.3910, -0.1983, -2.5203], [-19.9910, 0.1708, -4.4658], [-21.2434, 1.1625, -5.1343], [-21.7116, -1.0137, -5.7934], [-23.5413, 0.2648, -3.0347], [-29.0745, -0.9070, -4.3555], [-30.3860, -1.7918, -4.4175], [-30.2300, -3.1683, -4.2168], [-28.1473, -1.3898, -5.3170], [-28.5978, -0.9011, -3.3792], [-29.4499, 0.0658, -4.6178], [-30.7812, -1.6440, -5.4661], [-31.1238, -1.4017, -3.6778], [-30.3816, -3.5879, -5.0729], [-28.1950, -2.3461, -5.1720], [-34.5260, 0.8650, -11.2515], [-33.7102, 1.9360, -10.5879], [-32.6255, 2.3592, -11.3718], [-33.9606, -0.4508, -11.1584], [-34.5885, 1.1024, -12.3412], [-35.5643, 0.7988, -10.8365], [-33.3639, 1.7206, -9.5753], [-34.3554, 2.7757, -10.4917], [-32.2873, 3.1710, -10.9452], [-33.2510, -0.4432, -11.8579], [-28.2355, -4.7067, -6.9243], [-27.7621, -5.3507, -5.5977], [-27.4791, -4.3885, -4.5907], [-29.5756, -4.2378, -6.6587], [-28.0970, -5.3776, -7.7744], [-27.5954, -3.7865, -7.1773], [-26.8205, -5.8521, -5.7537], [-28.5098, -6.1635, -5.3642], [-28.2598, -4.2530, -4.0559], [-29.9931, -4.0947, -7.5039], [-24.5515, -2.4240, -12.3485], [-25.5438, -2.6336, -13.4592], [-25.4397, -4.0136, -13.8747], [-25.2364, -1.8106, -11.3017], [-23.7747, -1.8031, -12.7315], [-24.0649, -3.4177, -12.0988], [-25.5126, -1.9622, -14.3238], [-26.5397, -2.5483, -12.9789], [-26.0639, -4.1679, -14.5955], [-24.6086, -1.4502, -10.6210], [-28.4407, -4.1092, -11.9871], [-27.3017, -4.0648, -10.9854], [-26.3682, -5.0073, -11.4454], [-29.5279, -3.2735, -11.7712], [-28.8244, -5.1275, -12.0140], [-28.1460, -3.8389, -13.0079], [-27.6271, -4.3410, -10.0133], [-26.7914, -3.1021, -10.9873], [-25.9515, -4.7815, -12.2896], [-29.1965, -2.3736, -11.9363]],
  "atomic_forces_ev_per_a": [[0.158, 1.212, -0.197], [-0.354, -0.308, 1.109], [0.126, -0.073, -1.034], [-0.621, -0.247, -0.637], [0.625, -1.035, 0.586], [-1.025, -0.470, 1.079], [-0.091, 0.000, -0.541], [0.496, -0.254, 0.116], [-0.559, -0.356, 0.743], [-0.426, -0.064, -0.087], [0.159, 0.555, 0.820], [1.280, -0.544, 0.468], [0.023, 0.423, -0.118], [-0.701, 0.127, -0.036], [0.691, 0.508, -0.726], [-0.507, -0.768, -0.760], [0.604, 1.286, -0.706], [-0.398, -1.010, -1.333], [1.066, -0.021, 1.341], [1.742, -0.727, -0.125], [-0.525, -0.019, -0.053], [1.724, -2.042, 0.574], [0.274, 0.865, 0.812], [-0.094, 0.204, -0.235], [-0.491, 0.250, 0.347], [0.593, 0.715, 0.342], [-0.558, 0.103, -0.274], [-0.107, 0.219, -0.193], [-1.027, 0.754, -0.489], [-0.720, 0.049, 0.091], [-0.152, 0.622, -0.034], [-0.482, 0.943, -0.473], [-0.159, 0.251, -0.141], [-0.601, -1.063, -0.065], [1.534, -0.071, -0.752], [-0.939, -0.388, 2.297], [-0.567, -0.515, 1.011], [-1.013, 1.115, -1.861], [-0.004, -0.607, 0.878], [-1.042, -3.429, -1.163], [0.534, 0.640, 0.053], [-0.927, 0.059, -0.035], [-0.559, -0.292, -0.409], [-0.168, -0.252, -0.814], [0.882, 0.823, -0.224], [0.404, -0.126, 0.509], [0.487, -0.317, -0.608], [0.149, -0.029, 0.060], [-0.322, 0.507, 0.009], [1.940, 2.695, 0.965], [-0.510, 0.216, 0.067], [-1.193, 0.741, 0.015], [1.200, -0.299, -0.343], [0.740, -1.863, -1.120], [0.759, -0.111, 1.058], [-2.433, 1.101, -0.407], [-1.327, -0.181, -0.977], [0.209, 1.219, 0.144], [-1.231, -0.766, 0.439], [1.250, -0.381, -0.035], [0.863, -0.608, -0.192], [0.196, -0.006, -0.333], [-0.461, 0.582, 0.084], [1.046, 0.187, -0.013], [-0.155, 0.216, -0.735], [0.760, -0.467, 1.314], [-0.002, -0.137, 0.607], [-0.191, 0.402, 0.533], [-0.838, -0.396, -0.010], [0.710, 1.756, -0.227], [0.171, 0.021, -1.103], [-1.308, 0.506, -0.521], [0.994, -0.534, -0.190], [-0.551, -0.313, 0.170], [0.925, -0.172, -0.327], [-0.310, 0.612, 0.623], [-0.470, 0.117, -0.052], [-0.063, 0.037, 0.304], [-1.529, -0.106, 0.160], [1.760, -0.662, 0.663], [0.244, -1.144, -0.195], [-0.039, 0.550, -0.482], [-0.555, 0.740, 1.071], [-0.186, -0.815, 0.103], [0.745, -0.012, 0.003], [0.693, -0.018, 2.290], [-0.559, 0.722, -0.132], [-1.179, -0.095, -1.311], [-0.147, -0.222, -0.838], [1.733, 0.228, 0.274], [0.354, -2.554, -1.723], [0.180, -1.001, -0.035], [0.090, -0.091, -1.400], [-0.672, 0.698, -0.530], [-0.085, 0.635, 0.192], [0.883, -0.364, 1.330], [0.054, 0.772, 0.592], [-0.579, 0.002, -0.097], [-0.509, -0.326, -0.326], [-0.456, -0.038, 0.539], [-0.097, 0.586, 0.292], [0.597, 1.197, 0.843], [-0.587, 1.071, 0.750], [0.053, 0.671, -2.494], [0.265, 0.435, 1.462], [-0.163, 0.028, -0.569], [0.301, -0.757, 0.485], [0.900, -1.082, -0.349], [-0.024, -0.275, -0.950], [0.041, 0.075, -0.150], [0.213, -1.181, 0.392], [-0.136, 0.250, 1.194], [0.307, 0.119, -0.003], [0.035, -0.771, -0.042], [-0.865, 0.037, -0.361], [-0.073, 0.930, 0.701], [-0.087, -0.178, -0.555], [0.063, 0.464, -0.088], [-0.131, 0.053, 0.521], [0.461, -1.069, 0.555], [-0.348, 0.226, -1.050], [-1.080, 1.327, 0.508], [0.330, -1.200, -0.267], [-0.276, 0.735, -0.090], [-0.123, -0.377, 0.635], [0.259, -0.008, 0.094], [-0.201, 0.092, -0.641], [-0.381, -0.300, 0.171], [0.925, 1.132, 0.176], [0.053, -0.252, -0.400], [0.348, -0.282, 0.173], [0.327, -0.455, -0.767], [0.282, -0.237, 0.707], [-0.360, 0.555, 0.318], [-0.404, 0.385, 0.020], [0.300, -0.205, -0.281], [-0.867, 1.357, -0.591], [-0.905, -2.184, -0.175], [0.633, 1.913, -1.529], [-0.417, -0.027, 0.694], [-0.149, 0.441, -0.136], [-1.282, 0.788, -1.112], [0.264, -0.758, -0.477], [0.615, 0.137, 0.829], [0.912, -0.073, 0.065], [-0.254, 0.688, -0.431], [0.616, -0.987, 0.474], [-0.220, -0.145, 0.118], [0.077, 0.131, 0.250], [1.012, 0.180, 0.131], [-1.128, -0.517, 0.389], [0.983, -0.818, 1.464], [-0.062, -0.009, -0.125], [-1.162, -0.623, 1.307], [-0.096, 1.300, -0.604], [0.270, 1.364, 0.017], [-0.732, 0.357, -0.672], [-0.035, -0.030, -0.810], [0.703, -0.180, 0.289], [0.191, -0.797, 0.077], [0.389, -0.003, 0.797], [-0.333, -0.643, -0.224], [0.779, -0.692, -0.064], [-0.200, -0.106, 1.192], [0.438, 0.083, -0.356], [0.207, 0.877, -0.440], [-0.808, -1.403, -0.288], [0.491, 0.060, 0.069], [-0.173, 0.198, 0.412], [-0.531, -0.210, 0.196], [-0.503, -0.338, -0.655], [0.094, -0.378, -0.223], [0.966, 1.071, -0.178], [-1.306, -1.561, -0.249], [-0.043, 1.564, -0.540], [0.314, -0.275, 0.410], [-0.260, -0.024, 0.048], [-0.131, -0.031, 0.419], [0.409, 0.419, -0.100], [0.210, 0.149, 1.003], [0.391, -0.095, -0.460], [0.393, -0.313, -0.084], [0.514, -0.231, -0.349], [-0.274, -1.180, -0.643], [-0.232, 0.290, 0.461], [0.741, 0.179, -0.407], [0.810, 0.624, -0.649], [-0.259, 0.168, 0.715], [0.932, 0.221, -0.202], [-0.099, -0.625, 0.092], [-0.966, 0.939, 0.248], [0.129, -0.266, 0.060], [-0.776, -0.247, 0.592], [0.799, 1.804, 1.377], [-0.152, -0.350, -1.154], [-0.263, -0.319, -0.222], [1.052, -0.738, -0.010], [-0.639, -0.290, 0.063], [-0.641, -1.178, 0.515], [0.392, -0.231, -0.264], [0.524, 1.042, 0.350], [-0.551, 0.168, 0.212], [-0.964, 0.176, -1.068], [0.730, -0.892, -0.501], [-1.629, -1.169, 0.273], [0.221, 0.220, -0.588], [0.735, 0.727, 1.364], [0.940, 0.690, -0.077], [-0.745, 1.011, -0.078], [0.365, -0.012, 0.232], [0.388, 0.455, -0.420], [0.107, -0.009, 0.135], [-0.383, -0.266, -0.555], [-0.454, -0.380, -0.606], [0.463, 0.711, -2.167], [0.715, -1.481, 0.702], [-0.886, 1.005, 0.981], [0.070, -0.176, -0.046], [0.904, -0.541, -0.014], [-0.300, -0.257, 0.947], [-0.588, 0.198, 0.489], [-0.353, 0.324, -0.050], [-0.235, 0.016, 0.188]],
  "de_lowest_kcal_mol": 0.0,
  "charge": 0,
  "energy_ev": -114631.5272,
  "homo_lumo_gap_ev": 9.15,
  "largest_force_ev_per_a": 3.768
}